1.
Formula: C4H12N2Si
Source: the OMol25 dataset
Level of theory: ωB97M-V with the def2-TZVPD basis set

```
19
Properties=species:S:1:pos:R:3:mulliken_charge:R:1
C -0.582 -2.765 -0.152 -0.564
C -0.182 -1.517 0.204 -0.396
Si 1.025 -0.622 -0.896 0.296
N 2.349 0.249 -0.700 -0.252
C 3.231 0.767 0.317 -0.622
H -1.148 -3.496 0.611 0.216
H -0.587 -3.063 -1.220 0.215
H -0.175 -1.203 1.180 0.446
H 0.907 -1.311 -2.269 -0.105
H 3.256 0.084 1.181 0.233
H 4.254 0.750 -0.026 0.251
H 2.824 1.691 0.633 0.262
C -2.332 1.693 0.659 -0.656
N -1.709 1.435 -0.659 -0.465
H -2.270 2.753 0.815 0.301
H -3.347 1.302 0.802 0.256
H -1.615 1.150 1.419 0.202
H -1.446 0.433 -0.670 0.173
H -2.454 1.671 -1.227 0.207
```

Values from the calculation:
- HOMO energy (eV) = -8.573
- frontier orbital gap (Eh) = 0.3192
- LUMO (eV) = 0.1
- molecular weight (Da) = 116.2
- SMILES string = C=C/[SiH]=N\C.CN
- F_max (eV Å⁻¹) = 3.4
- relative energy (zero: lowest compared OMol25 entry of this formula, charge and spin) (kJ/mol) = 390.2

2.
Formula: C4H12N3
Source: the OMol25 dataset
Level of theory: ωB97M-V with the def2-TZVPD basis set

```
19
Properties=species:S:1:pos:R:3:mulliken_charge:R:1
N -1.401 -1.620 0.432 -0.635
C -0.009 -1.428 0.809 0.012
C 0.933 -1.549 3.168 -0.785
C 0.061 -1.021 2.247 0.054
H -1.545 -1.749 -0.546 0.252
H -1.981 -0.789 0.728 0.258
H 0.518 -0.643 0.146 -0.145
H 0.562 -2.349 0.607 0.339
H 0.995 -1.213 4.195 0.273
H 1.621 -2.398 2.891 0.211
H -0.646 -0.276 2.625 0.193
N 0.609 2.393 -2.977 -0.325
C 0.358 1.448 -2.089 0.369
N -0.442 1.468 -1.082 -0.226
H 0.195 3.316 -2.929 0.243
H 1.405 2.220 -3.578 0.262
H 1.020 0.581 -2.236 0.267
H -0.544 0.611 -0.469 0.125
H -1.012 2.304 -0.864 0.256
```

Values from the calculation:
- HOMO energy (eV) = -12.435
- frontier orbital gap (Eh) = 0.3209
- LUMO (eV) = -3.7
- molecular weight (Da) = 102.2
- net charge = +1
- F_max (eV Å⁻¹) = 3.1
- relative energy (zero: lowest compared OMol25 entry of this formula, charge and spin) (kJ/mol) = 222.0

3.
Formula: C4H12N3
Source: the OMol25 dataset
Level of theory: ωB97M-V with the def2-TZVPD basis set

```
19
Properties=species:S:1:pos:R:3:mulliken_charge:R:1
C 0.396 -1.218 -2.208 -0.911
N 0.935 -0.017 -1.544 -0.392
C 0.612 0.481 -0.450 0.951
C 1.185 1.755 -0.041 -1.541
N -0.567 0.146 0.454 0.059
C -0.475 0.599 1.831 -0.925
N -1.175 -1.120 0.482 -0.392
H 0.750 -1.459 -3.191 0.313
H -0.681 -1.256 -2.296 0.293
H 0.594 -2.099 -1.585 0.343
H 2.060 1.975 -0.643 0.339
H 0.441 2.527 0.050 0.450
H 1.572 1.862 0.980 0.397
H -1.388 1.222 2.104 0.310
H -0.275 -0.223 2.531 0.347
H 0.192 1.451 1.862 0.270
H -1.689 -1.447 -0.351 0.320
H -1.875 -1.280 1.226 0.404
H -0.611 -1.900 0.790 0.364
```

Values from the calculation:
- HOMO energy (eV) = -13.583
- frontier orbital gap (Eh) = 0.3546
- LUMO (eV) = -3.9
- molecular weight (Da) = 102.2
- net charge = +1
- SMILES string = C/N=C(/C)N(C)[NH3+]
- F_max (eV Å⁻¹) = 2.6
- relative energy (zero: lowest compared OMol25 entry of this formula, charge and spin) (kJ/mol) = 448.6

4.
Formula: C4H12N3
Source: the OMol25 dataset
Level of theory: ωB97M-V with the def2-TZVPD basis set

```
19
Properties=species:S:1:pos:R:3:mulliken_charge:R:1
N 0.201 2.602 1.541 -0.330
C -0.226 1.742 0.604 -0.415
C 0.403 0.484 0.450 0.085
N 1.353 0.404 -0.719 -0.597
C -0.387 -0.677 0.855 -0.767
C -0.929 -1.580 -0.424 -0.706
N -0.036 -1.641 -1.691 -0.271
H 0.259 2.291 2.497 0.248
H 0.067 3.614 1.484 0.273
H -1.137 2.069 0.032 0.305
H 2.136 -0.045 -0.238 0.252
H 1.611 1.367 -0.912 0.285
H -1.236 -0.555 1.523 0.461
H 0.267 -1.343 1.459 0.324
H -1.843 -1.028 -0.697 0.371
H -0.904 -2.631 -0.127 0.414
H 0.804 -2.175 -1.481 0.324
H -0.672 -2.217 -2.244 0.363
H 0.271 -0.681 -1.911 0.380
```

Values from the calculation:
- HOMO energy (eV) = -10.065
- frontier orbital gap (Eh) = 0.2384
- LUMO (eV) = -3.6
- molecular weight (Da) = 102.2
- net charge = +1
- SMILES string = N/C=C(/N)CC[NH3+]
- F_max (eV Å⁻¹) = 4.2
- relative energy (zero: lowest compared OMol25 entry of this formula, charge and spin) (kJ/mol) = 530.9

5.
Formula: C4H12N3O
Source: the OMol25 dataset
Level of theory: ωB97M-V with the def2-TZVPD basis set

```
20
Properties=species:S:1:pos:R:3:mulliken_charge:R:1
N -2.163 2.393 -1.065 -0.520
C -2.083 1.135 -0.361 -0.643
C -0.883 0.291 -0.844 -0.462
N 0.328 0.697 -0.130 -0.135
C 1.313 -0.026 0.377 0.726
O 2.362 0.388 0.857 -0.685
C 1.168 -1.541 0.345 -0.900
N 2.228 -2.052 1.266 -0.258
H -2.957 2.472 -1.678 0.213
H -2.079 3.217 -0.492 0.216
H -2.969 0.532 -0.534 0.382
H -1.987 1.235 0.721 0.354
H -1.082 -0.769 -0.723 0.360
H -0.727 0.535 -1.893 0.230
H 0.490 1.696 -0.131 0.290
H 0.206 -2.016 0.546 0.416
H 1.358 -1.917 -0.653 0.355
H 1.921 -1.941 2.232 0.351
H 2.987 -1.351 1.169 0.366
H 2.567 -2.978 0.994 0.345
```

Values from the calculation:
- HOMO energy (eV) = -12.519
- frontier orbital gap (Eh) = 0.3322
- LUMO (eV) = -3.5
- molecular weight (Da) = 118.2
- net charge = +1
- SMILES string = NCCNC(=O)C[NH3+]
- F_max (eV Å⁻¹) = 1.0
- relative energy (zero: lowest compared OMol25 entry of this formula, charge and spin) (kJ/mol) = 84.6

6.
Formula: C4H12N3O
Source: the OMol25 dataset
Level of theory: ωB97M-V with the def2-TZVPD basis set

```
20
Properties=species:S:1:pos:R:3:mulliken_charge:R:1
N 2.238 -0.479 2.266 -0.442
C 1.123 -0.075 1.563 0.696
O -0.017 -0.266 2.002 -0.719
C 1.266 0.623 0.104 -0.528
N 0.654 -0.351 -0.963 -0.403
C -0.452 0.348 -1.677 -0.682
C -1.802 -0.220 -1.275 -0.531
N -1.869 -0.175 0.311 -0.290
H 2.052 -0.963 3.364 0.323
H 3.176 -0.536 2.124 0.167
H 2.356 0.839 -0.125 0.322
H 0.627 1.507 0.118 0.262
H 1.489 -0.645 -1.593 0.311
H -0.377 0.314 -2.854 0.380
H -0.466 1.413 -1.715 0.375
H -2.078 -1.268 -1.535 0.350
H -2.417 0.365 -1.929 0.331
H -1.526 0.840 0.617 0.386
H -2.832 -0.487 0.566 0.343
H -1.145 -0.784 0.631 0.350
```

Values from the calculation:
- HOMO energy (eV) = -13.519
- frontier orbital gap (Eh) = 0.3880
- LUMO (eV) = -3.0
- molecular weight (Da) = 118.2
- net charge = +1
- SMILES string = NC(=O)CNCC[NH3+]
- F_max (eV Å⁻¹) = 7.2
- relative energy (zero: lowest compared OMol25 entry of this formula, charge and spin) (kJ/mol) = 278.8

7.
Formula: C4H12N3O
Source: the OMol25 dataset
Level of theory: ωB97M-V with the def2-TZVPD basis set

```
20
Properties=species:S:1:pos:R:3:mulliken_charge:R:1
N -1.202 -2.900 0.717 -0.402
C -0.390 -2.414 -0.230 0.861
N 0.805 -2.947 -0.450 -0.436
N -0.849 -1.406 -0.996 -0.459
H -0.755 -3.374 1.476 0.235
H -2.103 -2.468 0.784 0.251
H 1.481 -2.310 -0.849 0.228
H 1.187 -3.664 0.148 0.247
H -1.224 -0.638 -0.446 0.223
H -0.285 -1.148 -1.797 0.260
C 0.842 3.504 -0.588 -1.114
C 0.781 2.099 -0.042 -0.041
C -0.209 1.696 0.729 -0.204
O -0.300 0.366 1.206 -0.535
H 1.072 3.455 -1.651 0.315
H -0.085 4.055 -0.446 0.325
H 1.647 4.032 -0.076 0.293
H 1.545 1.445 -0.446 0.330
H -1.144 2.201 0.947 0.312
H -0.813 0.417 2.010 0.312
```

Values from the calculation:
- HOMO energy (eV) = -12.343
- frontier orbital gap (Eh) = 0.3371
- LUMO (eV) = -3.2
- molecular weight (Da) = 118.2
- net charge = +1
- F_max (eV Å⁻¹) = 1.5
- relative energy (zero: lowest compared OMol25 entry of this formula, charge and spin) (kJ/mol) = 78.2

8.
Formula: C4H12N3O
Source: the OMol25 dataset
Level of theory: ωB97M-V with the def2-TZVPD basis set

```
20
Properties=species:S:1:pos:R:3:mulliken_charge:R:1
C -0.678 -1.400 0.657 0.599
C -0.234 -2.536 -0.136 -1.115
C -0.255 -1.126 1.875 -0.685
C 1.221 1.802 -0.708 0.087
N 2.196 0.873 -0.323 -0.369
N -0.073 1.481 -0.658 0.372
N -1.010 2.499 -0.656 -0.685
O -1.753 -0.704 -0.009 -0.623
H 0.471 -3.087 0.480 0.362
H -1.192 -3.078 -0.248 0.293
H 0.141 -2.302 -1.100 0.323
H 0.560 -1.829 2.230 0.221
H -0.539 -0.245 2.428 0.310
H 1.497 2.783 -0.977 0.382
H -2.514 -0.450 0.586 0.363
H 3.099 1.187 -0.486 0.277
H -0.465 0.631 -0.265 0.138
H -0.773 3.316 -1.223 0.258
H 2.220 -0.170 -0.574 0.255
H -1.918 2.353 -0.893 0.237
```

Values from the calculation:
- HOMO energy (eV) = -13.096
- frontier orbital gap (Eh) = 0.3360
- LUMO (eV) = -4.0
- molecular weight (Da) = 118.2
- net charge = +1
- F_max (eV Å⁻¹) = 5.1
- relative energy (zero: lowest compared OMol25 entry of this formula, charge and spin) (kJ/mol) = 337.2